DFT (ωB97M-V/def2-TZVPD) results for a cluster of 12 separate species, C36H104N16O12 in total.

Values from the calculation:
HOMO-LUMO gap (eV): 8.905
HOMO (eV): -8.82
SMILES: COC[C@H](C)N.COC[C@H](C)N.COC[C@H](C)N.COC[C@H](C)N.COC[C@H](C)N.COC[C@H](C)N.COC[C@H](C)N.COC[C@H](C)N.NC(N)=O.NC(N)=O.NC(N)=O.NC(N)=O
Energy above the lowest of the compared OMol25 structures with the same formula, charge and spin (eV): 7.883

```
168
Properties=species:S:1:pos:R:3:forces:R:3:lowdin_charge:R:1
C 17.378900 -15.870330 -25.729800 1.294 -2.705 -0.971 -0.14
O 18.147130 -15.632110 -24.583930 -0.665 0.514 0.116 -0.19
C 17.943280 -14.283000 -24.158710 0.063 -0.991 0.379 -0.19
C 18.458270 -14.185760 -22.734350 0.009 1.946 1.242 -0.42
C 18.039780 -12.902240 -21.914020 0.117 -0.377 -1.006 -0.05
N 19.907670 -14.161440 -22.756750 0.398 0.061 -0.819 0.02
H 17.485610 -16.946150 -25.868780 -0.665 -0.518 0.390 0.08
H 17.903670 -15.660320 -26.661800 -0.134 1.488 -0.154 0.08
H 16.312040 -15.647200 -25.740640 0.144 0.551 0.349 0.09
H 18.514640 -13.679330 -24.863860 -0.121 0.696 0.248 0.13
H 16.867100 -14.136700 -24.251030 -0.058 0.681 0.278 0.12
H 18.230710 -15.058640 -22.122470 -1.165 -0.205 -0.405 0.13
H 17.026700 -12.547330 -22.103260 -0.314 -0.533 0.434 0.06
H 18.630690 -12.026840 -22.183450 0.438 -0.239 -0.290 0.07
H 18.264530 -13.093630 -20.864750 -0.446 0.049 0.072 0.07
H 20.234720 -14.265810 -21.806880 0.317 -0.189 -0.005 0.07
H 20.133690 -14.992290 -23.284670 0.835 -0.270 0.135 0.07
C 25.990530 -22.682300 -24.123790 -0.335 0.449 0.328 -0.11
O 27.173970 -23.425840 -24.267820 -0.770 -0.891 -0.059 -0.17
C 28.068040 -22.883480 -25.189880 -0.337 1.029 -0.638 -0.27
C 29.102410 -23.854810 -25.641080 1.362 -0.838 1.142 -0.38
C 28.557050 -25.001920 -26.625000 1.368 1.303 -0.004 -0.03
N 29.922310 -24.322770 -24.475740 -0.999 -1.652 -0.368 0.02
H 26.235480 -21.634870 -23.947730 -0.068 0.263 -0.080 0.09
H 25.391790 -23.011040 -23.274360 0.493 -0.340 0.250 0.09
H 25.291200 -22.750530 -24.957080 0.305 -0.007 -0.560 0.08
H 27.639400 -22.476010 -26.105490 -0.978 -0.127 -0.190 0.12
H 28.498430 -21.985520 -24.746560 0.599 0.080 0.275 0.12
H 29.906820 -23.246350 -26.054340 -0.547 0.027 -1.465 0.13
H 29.305690 -25.758320 -26.860560 0.267 0.033 0.519 0.06
H 28.460200 -24.493920 -27.584510 -0.392 0.109 -0.104 0.06
H 27.629350 -25.542630 -26.437610 -0.037 0.481 0.694 0.07
H 30.137600 -23.582130 -23.823660 -0.072 0.444 -0.224 0.06
H 29.306000 -24.935020 -23.960560 0.100 -0.330 0.446 0.06
C 22.364380 -15.961850 -34.876560 1.471 -0.668 -1.545 -0.17
O 21.512230 -16.545350 -34.014000 -1.948 -0.169 3.632 -0.16
C 21.692840 -16.059700 -32.674350 -0.391 1.752 -0.597 -0.22
C 21.021790 -16.849120 -31.629070 0.669 -2.340 1.490 -0.43
C 21.151710 -16.286920 -30.208370 -1.263 0.975 -0.331 -0.06
N 21.611480 -18.194650 -31.564830 0.011 -1.465 -0.192 0.03
H 22.610010 -14.907540 -34.749280 -0.452 0.295 0.126 0.09
H 21.906550 -16.178000 -35.841840 0.565 0.415 -0.392 0.10
H 23.281160 -16.535440 -34.740130 0.785 0.288 -0.727 0.09
H 22.705910 -15.776040 -32.389160 0.705 -0.826 -0.363 0.13
H 21.219910 -15.080230 -32.603100 -0.339 0.482 -0.314 0.13
H 19.985450 -16.972500 -31.943530 -0.152 -0.041 0.226 0.14
H 22.179040 -16.006110 -29.976350 -0.111 0.187 0.021 0.08
H 20.781140 -16.960100 -29.435320 0.326 -0.611 -0.294 0.07
H 20.423060 -15.486640 -30.079030 0.477 0.834 -0.005 0.07
H 21.217230 -18.711430 -30.791780 -1.153 -0.163 -0.105 0.05
H 22.543080 -18.238630 -31.177140 0.922 1.027 -0.579 0.05
C 19.439970 -15.829050 -16.470600 1.268 0.499 -0.646 -0.10
O 20.006260 -17.095290 -16.868550 -0.644 -0.279 1.330 -0.19
C 21.179680 -17.449300 -16.116450 -0.137 -0.960 -0.701 -0.19
C 21.786300 -18.758940 -16.683590 0.373 0.981 -1.300 -0.43
C 23.021220 -19.190540 -15.924640 -0.203 -1.176 0.457 -0.08
N 22.161350 -18.602560 -18.099270 -0.120 0.432 -0.770 0.02
H 20.208830 -15.152730 -16.844150 -0.366 0.865 0.121 0.08
H 19.270260 -15.581410 -15.422760 0.495 -0.898 0.506 0.08
H 18.471420 -15.573330 -16.900280 0.185 -0.745 -0.708 0.08
H 21.964480 -16.703740 -16.244210 0.029 0.459 0.094 0.12
H 20.994020 -17.597280 -15.052620 -0.376 0.246 0.150 0.12
H 21.101560 -19.606660 -16.658890 -0.404 0.278 0.232 0.14
H 23.993560 -18.737060 -16.117060 -0.432 1.003 0.222 0.08
H 23.273190 -20.218950 -16.183450 -0.396 -0.262 -0.104 0.07
H 22.699490 -19.230890 -14.883990 0.733 0.221 0.329 0.08
H 22.785640 -17.819050 -18.227650 1.286 -0.088 0.685 0.07
H 21.450190 -18.133850 -18.642100 -1.331 -0.679 0.039 0.06
C 18.407420 -24.324700 -27.505380 0.685 -1.453 -0.818 -0.09
O 18.102020 -24.997840 -28.746540 -0.877 0.275 0.871 -0.21
C 17.048540 -25.974790 -28.582050 1.103 0.430 -1.027 -0.19
C 16.952750 -26.732180 -29.921440 -1.160 0.046 -0.071 -0.42
C 16.234080 -25.955690 -31.051880 1.859 1.813 0.502 -0.07
N 16.209350 -27.968000 -29.702430 -0.060 -0.426 0.486 0.02
H 17.564350 -23.771050 -27.092090 0.167 0.397 -0.237 0.08
H 19.350230 -23.809240 -27.688410 -0.521 0.784 -0.075 0.09
H 18.722960 -25.068070 -26.773300 -0.331 -0.320 0.318 0.08
H 17.372880 -26.652000 -27.791930 -0.277 -0.294 0.065 0.12
H 16.094840 -25.511530 -28.329160 -0.138 0.210 0.168 0.12
H 18.002570 -26.926450 -30.141070 -0.111 -0.262 -0.522 0.13
H 15.382220 -25.352690 -30.737530 -0.398 -0.562 0.306 0.08
H 16.028710 -26.453780 -31.999420 0.040 -0.468 0.354 0.07
H 16.956120 -25.169990 -31.274180 0.061 0.305 -0.558 0.07
H 15.855120 -28.274930 -30.597080 0.280 -0.341 -0.269 0.06
H 15.349060 -27.671700 -29.264010 -0.313 -0.134 0.512 0.06
C 29.250230 -20.201950 -30.962430 -1.234 0.334 0.633 -0.09
O 29.165940 -18.830420 -30.479320 0.737 0.360 -0.161 -0.19
C 27.952640 -18.412680 -29.810280 -0.396 -2.499 -0.388 -0.18
C 26.755400 -18.302280 -30.773420 0.447 -1.622 0.168 -0.47
C 26.940620 -17.238490 -31.848520 0.374 -1.120 0.131 -0.04
N 25.526400 -18.192520 -30.043520 -1.163 0.905 1.330 0.04
H 30.237290 -20.460600 -31.345700 -0.018 0.779 -0.051 0.09
H 28.476980 -20.449840 -31.689570 0.119 0.550 -0.637 0.07
H 29.026280 -20.981230 -30.233950 0.141 0.317 0.984 0.07
H 27.824110 -19.195730 -29.063010 -0.912 -0.768 -0.158 0.11
H 27.888990 -17.615820 -29.069300 1.512 1.243 -0.743 0.13
H 26.571320 -19.312080 -31.140200 0.775 -0.044 -1.074 0.12
H 27.750050 -17.496130 -32.531560 0.538 0.008 0.466 0.07
H 27.203560 -16.349340 -31.275480 -0.395 0.568 -0.696 0.08
H 26.110820 -17.227860 -32.555220 -0.498 0.655 0.636 0.07
H 25.412470 -19.000790 -29.448690 -0.147 -0.781 -0.312 0.06
H 25.594830 -17.514430 -29.298130 -0.043 1.072 -0.067 0.07
C 16.549440 -20.050930 -22.490720 0.073 2.075 -0.096 -0.16
O 15.867220 -21.053040 -21.872110 -2.033 -1.837 -0.680 -0.18
C 14.989980 -21.773810 -22.776060 0.476 -0.414 0.570 -0.19
C 14.317550 -22.867240 -22.000750 -1.041 0.189 1.294 -0.46
C 13.210600 -23.536590 -22.797960 1.487 -0.650 -0.420 -0.07
N 13.665870 -22.347640 -20.797790 0.218 0.954 0.650 0.03
H 17.368040 -20.394340 -23.123230 0.439 0.065 0.317 0.09
H 16.751110 -19.341100 -21.688490 1.261 -0.144 0.010 0.09
H 15.944680 -19.383510 -23.104660 -0.613 -0.325 -0.595 0.08
H 14.191840 -21.181610 -23.223690 0.199 0.787 0.040 0.13
H 15.555790 -22.249210 -23.577280 0.338 0.173 -0.219 0.13
H 15.094000 -23.496860 -21.566240 0.054 -0.685 -0.750 0.14
H 12.484260 -22.789770 -23.118570 -0.164 -0.151 0.199 0.08
H 12.801970 -24.342980 -22.188990 -0.374 0.176 -0.145 0.08
H 13.659560 -23.985070 -23.684190 -0.242 -0.186 -0.233 0.07
H 13.995540 -21.402300 -20.664520 -0.014 0.116 0.501 0.06
H 12.656190 -22.322480 -20.794080 -0.015 -0.123 -0.432 0.06
C 29.378690 -12.145040 -23.937570 1.464 -1.416 0.929 -0.08
O 29.513110 -13.434470 -23.249300 -0.552 0.709 -0.569 -0.20
C 28.335180 -13.812140 -22.526440 0.857 0.833 -0.048 -0.21
C 28.397160 -15.256610 -21.995050 -0.533 -1.046 -1.056 -0.42
C 28.397900 -16.382930 -23.064660 0.489 0.386 0.229 -0.06
N 27.192220 -15.399480 -21.231580 -1.056 0.871 1.035 0.01
H 29.472620 -11.361370 -23.185810 -0.816 0.278 -0.053 0.08
H 28.545120 -12.098870 -24.638380 -0.357 0.037 0.421 0.08
H 30.290670 -12.027850 -24.522940 0.004 -0.280 -0.137 0.08
H 28.139680 -13.170750 -21.667080 0.694 0.139 0.579 0.11
H 27.486190 -13.481490 -23.124750 -0.579 -1.157 -0.582 0.11
H 29.241700 -15.404500 -21.322010 0.195 0.400 -0.094 0.14
H 27.491520 -16.271350 -23.659760 0.281 0.143 -0.510 0.07
H 28.301010 -17.372870 -22.618870 0.002 0.086 0.503 0.06
H 29.329910 -16.437320 -23.627240 -0.211 0.323 -0.474 0.07
H 27.057990 -16.231850 -20.675490 0.295 -0.076 -0.333 0.08
H 26.393300 -15.244590 -21.829770 -0.210 -0.251 0.125 0.07
N 23.095710 -18.401900 -25.313500 0.866 -0.010 -1.078 0.16
C 22.662780 -18.482150 -24.042060 0.424 3.477 -0.637 -0.80
N 21.938050 -19.509280 -23.803730 -2.003 -4.489 -0.098 0.18
O 22.787410 -17.556590 -23.282860 0.882 1.653 1.799 0.02
H 23.673390 -17.598150 -25.514470 -0.055 -0.346 -0.427 0.10
H 22.896890 -19.144900 -25.968100 0.524 0.524 -0.189 0.10
H 21.411500 -19.694270 -22.961940 0.309 0.149 -0.351 0.12
H 21.933440 -20.095310 -24.626320 -0.869 -0.857 0.925 0.11
N 24.202060 -13.596420 -25.411810 -1.821 0.457 2.667 0.18
C 24.888350 -13.953450 -26.466280 0.847 -4.988 0.486 -0.78
N 25.276740 -12.976720 -27.187650 1.908 4.096 -3.454 0.16
O 25.225070 -15.119070 -26.758320 -0.795 0.411 0.467 -0.02
H 24.091760 -12.610930 -25.220080 -0.286 -0.472 0.260 0.11
H 23.828140 -14.287480 -24.777210 0.100 0.211 -0.146 0.12
H 25.176910 -12.016420 -26.891060 0.139 -0.231 -0.348 0.11
H 25.930920 -13.219810 -27.917760 -0.156 0.343 0.110 0.13
N 23.847950 -22.491160 -30.456450 -0.946 -1.149 -4.241 0.18
C 24.260110 -22.653360 -29.240410 -0.481 2.263 2.334 -0.81
N 24.522100 -23.877110 -28.848740 0.858 -3.465 0.522 0.17
O 24.272850 -21.728720 -28.460680 0.755 1.745 1.521 0.01
H 23.725100 -21.613570 -30.941060 -0.002 -0.202 0.544 0.13
H 23.738450 -23.363720 -30.953190 -0.120 0.632 -0.691 0.11
H 24.928780 -24.035580 -27.937910 -0.245 0.188 -0.265 0.11
H 24.480810 -24.654440 -29.492290 0.194 0.111 0.308 0.11
N 21.609970 -23.012390 -19.433170 5.874 -1.904 1.859 0.16
C 20.465750 -23.097580 -19.973360 -6.906 -0.965 -0.232 -0.75
N 19.935800 -21.859830 -20.090990 -0.449 1.712 -0.984 0.14
O 19.771020 -24.131250 -20.075210 1.551 0.948 -0.604 0.00
H 21.975700 -23.938930 -19.266270 0.649 0.306 0.166 0.13
H 22.240660 -22.226030 -19.496060 -0.210 -0.233 -0.054 0.12
H 18.947670 -21.711810 -20.238650 0.293 -0.209 0.087 0.11
H 20.479950 -21.186560 -19.570690 -0.779 0.466 -0.242 0.09
```
Forces are in eV/Å.